A cluster of 2 separate species, C3H10N2S in total in a non-equilibrium geometry, computed with ωB97M-V/def2-TZVPD.

Values from the calculation:
charge: 0
energy: -17081.665 eV
highest occupied orbital energy (spin up / spin down): -5.925 / -8.237 eV
multiplicity: 3
gap between HOMO and LUMO (spin up / spin down): 6.82 / 5.64 eV
relative energy (zero: lowest compared OMol25 entry of this formula, charge and spin): 68.90 kcal per mole

Structure (XYZ):
```
16
C3H10N2S, DFT ωB97M-V/def2-TZVPD
S -1.9164 -1.0025 0.0708
N 2.9986 -0.8097 -0.5345
N -1.1034 0.5412 0.4581
C -1.8284 1.3246 1.4110
C 3.6299 0.0106 0.1924
C -1.5312 -0.9882 -1.6718
H -2.4253 -1.1981 -2.2658
H -1.7564 0.8399 2.3755
H 2.9596 -1.7104 -0.1601
H 3.5352 1.0211 -0.3809
H -1.4079 2.2519 1.4328
H -0.9175 -1.8461 -1.8341
H -0.1574 0.3590 0.6792
H 3.9018 -0.1999 1.2046
H -1.0820 -0.1341 -1.9553
H -2.8992 1.5406 0.9781
```

natural (NBO) population analysis, charges in e, atoms 1 to 5: S 0.31; N -0.34; N -0.75; C -0.41; C -0.48


A structure of composition C6H19N5O3Rb in a non-equilibrium geometry, computed with ωB97M-V/def2-TZVPD.

Values from the calculation:
charge: +1
energy: -20774.623 eV
highest occupied orbital energy: -12.177 eV
multiplicity: 1
gap between HOMO and LUMO: 9.47 eV
relative energy (zero: lowest compared OMol25 entry of this formula, charge and spin): 44.13 kcal per mole

Structure (XYZ):
```
34
C6H19N5O3Rb, DFT ωB97M-V/def2-TZVPD
Rb -0.6088 1.9442 0.0036
O -0.4905 -4.2353 0.6986
O -0.3184 1.5704 -2.7797
O -1.8192 3.5939 2.1233
N 0.5178 -0.6556 0.5553
N 0.9685 -0.1307 -3.3511
N 1.2888 1.8111 -4.2753
N -0.0470 4.5563 3.0495
N -1.6837 5.8764 2.3885
C -0.2986 -1.8664 0.1065
C 0.6166 1.1311 -3.4493
C 0.2314 -3.0181 0.9826
C -0.2468 -2.0610 -1.4142
C -0.2183 -5.2722 1.6528
C -1.1922 4.6201 2.4046
H 1.2938 -3.2397 0.8808
H -1.3193 -1.7387 0.4670
H -2.6109 5.8967 1.9887
H -0.7145 -2.9558 -1.8251
H 0.2591 -0.6398 -2.8434
H 1.7172 -0.4997 -3.9197
H 0.0870 -2.8555 2.0507
H 1.3937 -0.5953 0.0560
H 0.8603 -5.4012 1.7425
H 0.8105 -0.9002 1.4905
H 0.8169 -2.1196 -1.6447
H 0.1240 3.5842 3.2633
H 0.5666 5.2465 3.4584
H -0.4402 -4.8807 2.6455
H 1.9566 1.1725 -4.6830
H -1.1896 6.6129 2.8719
H -0.8275 -6.1569 1.4679
H 1.2650 2.8208 -4.2797
H -0.7483 -1.2144 -1.8831
```

natural (NBO) population analysis, charges in e, atoms 1 to 5: Rb 0.98; O -0.55; O -0.77; O -0.73; N -0.89


The molecule C8H13NO4 in a non-equilibrium geometry, computed with ωB97M-V/def2-TZVPD.

Values from the calculation:
charge: 0
energy: -18182.168 eV
highest occupied orbital energy (spin up / spin down): -7.409 / -7.116 eV
multiplicity: 1
gap between HOMO and LUMO (spin up / spin down): 7.41 / 7.43 eV
relative energy (zero: lowest compared OMol25 entry of this formula, charge and spin): 45.44 kcal per mole

Structure (XYZ):
```
26
C8H13NO4, DFT ωB97M-V/def2-TZVPD
O 2.7634 -1.1829 -0.1637
O 3.6986 0.8125 -0.3498
O -2.7179 -1.0145 1.1391
O -2.7833 -1.0343 -1.0728
N 0.2968 -0.3571 1.6475
C 1.6832 -2.0658 -0.4376
C -0.8524 0.9107 -1.4503
C -1.5114 1.6702 0.7163
C 0.0338 -0.3640 0.2663
C -1.1692 0.4268 -0.1138
C -2.3269 -0.5903 -0.0514
C 0.3756 -1.4498 -0.5185
C 2.6348 0.1119 0.1106
H 4.2978 0.1167 -0.6135
H -0.3139 -1.8028 -1.2549
H 2.0535 -3.0888 -0.7254
H -0.7586 0.2634 -2.2749
H -2.0416 2.3963 0.0827
H 0.0237 1.5290 -1.3742
H 1.2045 -0.8318 1.7961
H -0.7243 2.1517 1.1937
H -2.3062 -0.5049 1.9432
H -2.1638 1.2531 1.4480
H -1.6106 1.6237 -1.7795
H 1.5814 0.4397 -0.1414
H 0.6330 0.5811 1.9782
```

natural (NBO) population analysis, charges in e, atoms 1 to 5: O -0.47; O -0.67; O -0.67; O -0.58; N -0.81


A cluster of 2 separate species, C4H12 in total in a non-equilibrium geometry, computed with ωB97M-V/def2-TZVPD.

Values from the calculation:
charge: 0
energy: -4342.300 eV
highest occupied orbital energy: -11.568 eV
multiplicity: 1
gap between HOMO and LUMO: 12.69 eV
SMILES: CC.CC
relative energy (zero: lowest compared OMol25 entry of this formula, charge and spin): 5.27 kcal per mole

Structure (XYZ):
```
16
C4H12, DFT ωB97M-V/def2-TZVPD
C 0.1382 2.8353 -0.8989
C 0.6988 -1.8730 0.4308
C -0.5585 -2.7199 0.3654
C -0.2891 1.7866 0.1188
H -1.1010 -2.4847 -0.5541
H -0.3516 0.7833 -0.2824
H -0.2812 3.8078 -0.6387
H 0.3603 1.8239 0.9860
H -1.2494 -2.3908 1.1358
H 1.4138 -2.2128 1.1767
H 0.5277 -0.8196 0.6362
H -1.2945 1.9846 0.4981
H -0.3441 -3.7812 0.4745
H 1.3492 -1.8771 -0.4638
H -0.2370 2.6622 -1.9090
H 1.2266 2.9404 -0.9804
```

natural (NBO) population analysis, charges in e, atoms 1 to 5: C -0.61; C -0.61; C -0.61; C -0.61; H 0.20


A cluster of 2 separate species, C6H9N2O2 in total in a non-equilibrium geometry, computed with ωB97M-V/def2-TZVPD.

Values from the calculation:
charge: -1
energy: -13445.041 eV
highest occupied orbital energy: -4.679 eV
multiplicity: 1
gap between HOMO and LUMO: 8.27 eV
relative energy (zero: lowest compared OMol25 entry of this formula, charge and spin): 16.66 kcal per mole

Structure (XYZ):
```
19
C6H9N2O2, DFT ωB97M-V/def2-TZVPD
O -1.5674 1.8610 -0.5032
O -3.1275 2.7089 -1.8982
N 1.4033 -1.8553 0.8224
N 0.2366 -0.2531 -0.1217
C 1.2393 0.3728 0.5577
C 3.1999 -0.5179 1.9655
C 2.0179 -0.6504 1.0778
C -2.4581 1.7963 -1.4038
C -2.9364 0.3226 -1.7625
C 0.3130 -1.5781 0.1500
H 3.5697 0.4961 2.0713
H 1.2143 1.4180 0.7998
H -0.5034 0.2687 -0.6088
H -4.0128 0.1416 -1.7462
H 3.9900 -1.2091 1.6768
H -0.4594 -2.3207 0.0346
H -2.3349 -0.4306 -1.2685
H -2.7269 0.2239 -2.8453
H 2.9427 -0.7945 3.0023
```

natural (NBO) population analysis, charges in e, atoms 1 to 5: O -0.82; O -0.75; N -0.50; N -0.52; C -0.10


A structure of composition C50H46F3N2O4S2SbSe4Tc in a non-equilibrium geometry, computed with ωB97M-V/def2-TZVPD.

Values from the calculation:
charge: +1
energy: -363701.762 eV
highest occupied orbital energy (spin up / spin down): -10.829 / -10.831 eV
multiplicity: 1
gap between HOMO and LUMO (spin up / spin down): 6.30 / 6.29 eV
relative energy (zero: lowest compared OMol25 entry of this formula, charge and spin): 29.68 kcal per mole

Structure (XYZ):
```
113
C50H46F3N2O4S2SbSe4Tc, DFT ωB97M-V/def2-TZVPD
Sb 4.8285 -0.7899 -0.2503
Tc 1.5995 -2.7360 -0.1722
Se 4.1227 0.2169 -2.1947
Se 3.1519 -3.9638 -1.0117
Se 6.7149 -1.4892 0.9982
Se 2.8506 -1.2342 1.3132
S -1.3223 -0.3622 1.9755
S 0.7512 1.6901 -0.0545
F 0.2665 -3.5563 2.1312
F 2.1244 -4.7035 2.1703
F 0.6034 -5.2409 0.7144
O -0.0304 -1.9524 -0.8010
O -2.0617 -1.4755 -3.6956
O -3.0299 0.4398 -3.0042
O -0.2962 0.7810 -0.8343
N 1.0180 2.6161 2.3270
N 0.4899 0.3142 3.7555
C -0.3883 -4.6984 -2.4902
C 5.2307 5.0979 0.7738
C 0.9322 -1.2046 5.6276
C 0.5223 -5.6367 -3.0022
C 0.8175 -2.9099 -3.5411
C 0.5571 3.4397 -4.8499
C 1.8615 -2.0819 5.0405
C -0.6964 2.1429 -2.7399
C -0.9402 -2.3318 -1.7824
C -4.4465 -4.1513 0.0310
C 3.2124 3.9146 0.1174
C -3.5960 3.5817 1.5141
C -4.3018 -1.0535 -4.3718
C 1.8899 -1.6154 7.8159
C 2.8337 -2.4646 7.2161
C 1.3852 2.5140 3.7349
C -0.2005 -3.2953 -2.6419
C -1.4257 1.4557 -1.5840
C -0.1239 -0.5454 4.7663
C 0.9584 -0.9766 7.0096
C -2.3830 0.1988 -5.3255
C -3.5941 -3.4870 0.8696
C -2.4367 -2.9137 0.2099
C -2.9524 -0.4998 -4.0877
C -0.7362 3.7286 -4.5326
C -3.1397 -3.6461 -1.9073
C -3.3962 1.7366 -0.0049
C -1.9106 3.6185 -0.2118
C 2.8068 -2.6531 5.8388
C -2.2698 2.2959 -0.6094
C -1.3496 3.1406 -3.4671
C 1.6818 -3.8523 -4.1047
C -2.1399 0.1095 -1.9687
C -2.2079 -2.9367 -1.1719
C -0.0520 0.4740 2.4838
C 4.6200 5.4271 1.9914
C -4.2414 -4.2326 -1.3569
C 0.6527 1.9060 -3.0163
C -2.5207 4.1939 0.9000
C 1.6882 1.0993 4.0891
C -1.3094 -1.0167 -2.5924
C 3.3539 5.0367 2.2372
C 0.4970 1.5638 1.6892
C 2.6434 4.2459 1.3559
C 1.2341 -4.1201 1.2936
C 1.5564 -5.2048 -3.8648
C 1.2010 3.9773 1.7718
C 1.2933 2.5380 -4.0980
C 4.5478 4.3210 -0.1832
C -4.0906 2.3727 1.0387
H -4.7933 -0.4512 -5.1538
H -1.6921 -2.4243 0.7895
H 2.3497 2.2343 -4.4623
H 0.9739 4.6191 2.5797
H 0.3449 -6.6847 -2.9030
H -1.1133 4.0768 -0.8337
H -2.3185 -0.5281 -6.1130
H -2.6896 -0.2791 -1.0879
H -3.7951 0.8363 -0.3873
H -0.6605 -1.2493 4.1234
H 1.1220 3.9482 -5.5916
H 2.3757 -3.5325 -4.8791
H -1.4063 0.6859 -5.1664
H 0.4578 4.1356 0.9952
H 4.9177 4.1466 -1.1918
H -0.3662 -0.5993 -3.0322
H -2.2962 5.1886 1.1721
H 0.5679 2.9096 4.4173
H -1.1441 -5.2056 -1.9964
H -3.7681 -3.4817 1.9110
H 3.4808 -3.3830 5.3477
H -3.0756 0.9764 -5.6619
H -5.0175 -4.7732 -1.9372
H 2.9094 5.3059 3.2241
H 1.7853 -2.2868 3.9824
H -4.8233 -1.1150 -3.3714
H -2.9392 -3.5861 -3.0079
H -0.8410 0.0710 5.3475
H 1.2303 1.1686 -2.3901
H 1.7922 0.9861 5.1442
H -4.8649 1.7943 1.4272
H 1.9179 -1.4168 8.8890
H 2.5831 0.8049 3.5789
H -5.4128 -4.6135 0.3575
H 2.6918 3.3409 -0.6045
H 2.2115 3.2204 3.8255
H -4.1096 -2.0505 -4.9153
H 5.2454 6.0376 2.6691
H 0.8561 -1.8868 -3.8239
H -1.2482 4.3848 -5.2700
H 6.2090 5.5058 0.5538
H 2.2442 -6.0168 -4.1564
H -2.4365 3.2947 -3.2891
H 3.5824 -2.9929 7.7043
H 0.1673 -0.3345 7.4692
H -4.1131 4.0624 2.4408
```

Löwdin population analysis, charges in e, atoms 1 to 5: Sb 0.02; Tc 0.77; Se 0.02; Se 0.48; Se 0.03